Model a:
Formula: C3H7N3OS
Source: the Open Molecules 2025 dataset
Level of theory: ωB97M-V/def2-TZVPD

- Kohn-Sham gap: 9.371 eV
- Highest occupied orbital energy: -8.98 eV
- SMILES: [H]/N=C\NO/C(C)=N/S

CARTESIAN COORDINATES (ANGSTROEM)
1 C -1.0032 1.6569 0.2643
2 C -0.4575 0.4025 -0.1796
3 C 2.0586 -1.1379 0.0510
4 H -1.6084 2.4092 -0.4175
5 H -1.6475 1.3767 1.0526
6 H -0.3407 2.4703 0.8291
7 H 1.0901 -0.8689 -1.7822
8 H 2.4363 -2.0265 -0.3471
9 H 1.5036 0.0292 1.4275
10 H -2.8321 -2.0486 -0.8299
11 N 1.6292 -0.4272 -0.8606
12 N 2.1105 -0.8456 1.2645
13 N -1.0892 -0.7212 -0.2728
14 O 0.8975 0.7060 -0.3904
15 S -2.7473 -0.9749 0.1912

---

Model b:
Formula: C3H7N3OS
Source: the Open Molecules 2025 dataset
Level of theory: ωB97M-V/def2-TZVPD

- Kohn-Sham gap: 9.232 eV
- Highest occupied orbital energy: -8.77 eV
- SMILES: CS/C(=N\N)C(N)=O

CARTESIAN COORDINATES (ANGSTROEM)
1 C 1.1889 2.0315 -0.2319
2 C -0.4258 -0.1726 -0.2111
3 C 0.7172 -1.0674 -0.6520
4 H 1.3186 3.0473 -0.5849
5 H 1.2378 2.1733 0.8482
6 H 1.9691 1.3459 -0.4867
7 H -3.1176 -0.5301 1.2521
8 H -2.4935 0.8277 0.4468
9 H 1.2588 -2.9629 -0.4588
10 H -0.0265 -2.4479 0.6131
11 N -1.2568 -0.6876 0.6219
12 N -2.2894 0.0153 1.0638
13 N 0.6337 -2.2778 -0.0848
14 O 1.6937 -0.7863 -1.3440
15 S -0.4083 1.4917 -0.7917

---

The least stable of them is model a.

---

Model a:
Formula: H22O11
Source: the Open Molecules 2025 dataset
Level of theory: ωB97M-V/def2-TZVPD

- Kohn-Sham gap: 9.753 eV
- Highest occupied orbital energy: -10.01 eV
- SMILES: O.O.O.O.O.O.O.O.O.O.O

CARTESIAN COORDINATES (ANGSTROEM)
1 O 8.3517 14.4546 -6.8905
2 H 8.3562 14.0534 -6.0331
3 H 7.6389 15.0650 -6.8609
4 O 6.3469 12.1456 -4.8492
5 H 5.7975 11.9067 -5.5932
6 H 6.0664 11.5639 -4.1441
7 O 10.5272 10.2918 -3.0568
8 H 10.5929 10.1190 -2.1365
9 H 10.7084 11.2070 -3.0014
10 O 9.1425 12.4936 -5.0185
11 H 9.6915 11.7828 -5.3002
12 H 8.2850 12.0862 -4.8802
13 O 7.4070 9.0183 -5.2579
14 H 7.0060 9.5626 -4.5951
15 H 8.3194 8.7957 -4.9776
16 O 12.0712 12.6917 -3.4408
17 H 12.0182 12.8509 -4.3675
18 H 12.7190 12.0422 -3.2771
19 O 10.5990 10.4823 -6.2490
20 H 11.4925 10.3002 -6.0808
21 H 10.2231 9.6657 -6.5018
22 O 9.8167 8.2257 -4.6803
23 H 10.0404 9.0462 -4.1572
24 H 9.8034 7.5145 -4.0937
25 O 8.1911 14.6123 -3.8289
26 H 8.9665 15.0363 -3.4601
27 H 8.6477 13.8370 -4.2396
28 O 10.8883 15.2225 -3.4129
29 H 10.9021 14.2768 -3.5189
30 H 11.0969 15.2720 -2.4973
31 O 11.4411 12.0131 -8.3991
32 H 10.7875 11.6018 -7.8603
33 H 11.0965 12.8759 -8.6121

---

Model b:
Formula: H22O11
Source: the Open Molecules 2025 dataset
Level of theory: ωB97M-V/def2-TZVPD

- Kohn-Sham gap: 9.416 eV
- Highest occupied orbital energy: -9.82 eV
- SMILES: O.O.O.O.O.O.O.O.O.O.O

CARTESIAN COORDINATES (ANGSTROEM)
1 O -1.0324 2.7520 -0.8719
2 H -1.7984 2.9350 -0.2829
3 H -0.4504 3.5090 -1.0549
4 O -3.1034 -1.2960 0.7311
5 H -2.1914 -0.9300 0.6061
6 H -3.2054 -2.0740 0.3531
7 O -2.3744 2.4280 1.4391
8 H -2.5134 1.6680 2.1011
9 H -3.2594 2.7800 1.2421
10 O 0.6396 -2.6800 0.6781
11 H -0.2034 -2.7180 0.2841
12 H 0.6166 -3.2860 1.3501
13 O -0.0514 -0.6710 2.8051
14 H -0.2244 -0.4870 1.9141
15 H -0.8844 -0.2480 3.1731
16 O 0.3566 -3.2510 -2.5829
17 H 0.4026 -3.2180 -3.5589
18 H 0.1446 -2.4180 -2.1909
19 O 2.4816 3.1390 0.8351
20 H 2.3586 4.0050 0.2451
21 H 1.5536 3.1920 1.1591
22 O -0.1564 -1.2540 -1.4579
23 H 0.5866 -0.4860 -1.6809
24 H -0.8824 -1.1720 -1.9359
25 O 2.7206 -1.1330 0.8341
26 H 2.5176 -0.3050 0.3511
27 H 1.9796 -1.6510 0.9731
28 O -0.5414 0.3470 0.5501
29 H -0.1294 1.0480 -0.0649
30 H -0.3474 -0.4260 -0.0399
31 O 2.3356 0.6240 -1.5669
32 H 1.9226 1.1800 -2.1639
33 H 2.7316 0.0960 -2.1709

---

Model c:
Formula: H22O11
Source: the Open Molecules 2025 dataset
Level of theory: ωB97M-V/def2-TZVPD

- Kohn-Sham gap: 9.371 eV
- Highest occupied orbital energy: -10.18 eV
- SMILES: O.O.O.O.O.O.O.O.O.O.O

CARTESIAN COORDINATES (ANGSTROEM)
1 O -3.0493 -0.1350 3.2070
2 H -2.4308 -0.3153 2.4946
3 H -3.9003 -0.0577 2.7738
4 O -1.3749 1.7000 -1.7636
5 H -1.9977 1.2840 -1.1598
6 H -1.5003 1.2407 -2.5954
7 O 4.0218 -0.5661 -1.6762
8 H 3.1699 -0.2030 -1.9309
9 H 4.6337 -0.2245 -2.3299
10 O -0.9587 2.4142 2.6235
11 H -1.0632 2.8464 1.7743
12 H -0.2950 1.7398 2.4695
13 O 0.7545 -0.0843 0.3587
14 H 0.8040 0.0073 -0.5974
15 H -0.1851 -0.0677 0.5553
16 O -0.5925 -1.5820 2.4739
17 H 0.2233 -1.8889 2.0737
18 H -0.3351 -1.2856 3.3487
19 O 2.6111 2.1060 -2.1239
20 H 2.0139 1.4546 -1.7517
21 H 2.2360 2.3165 -2.9805
22 O 2.9655 -1.2219 1.0481
23 H 2.0892 -0.8381 0.9309
24 H 3.0420 -1.3696 1.9920
25 O -2.3422 0.4535 0.4944
26 H -3.1925 0.7988 0.7727
27 H -2.5557 -0.3399 -0.0084
28 O -2.0245 -2.0321 -0.4745
29 H -2.8152 -2.4767 -0.7865
30 H -1.4111 -2.0873 -1.2091
31 O 1.3409 -0.3663 -2.3656
32 H 1.1615 0.0239 -3.2231
33 H 0.9566 -1.2436 -2.4145

---

Model d:
Formula: H22O11
Source: the Open Molecules 2025 dataset
Level of theory: ωB97M-V/def2-TZVPD

- Kohn-Sham gap: 10.660 eV
- Highest occupied orbital energy: -11.16 eV
- SMILES: O.O.O.O.O.O.O.O.O.O.O

CARTESIAN COORDINATES (ANGSTROEM)
1 O 0.6057 0.1741 2.7099
2 H 0.0401 0.8468 3.0953
3 H -0.1811 -0.3529 2.2327
4 O -3.7939 -3.4056 -1.2181
5 H -3.0486 -3.9141 -0.8490
6 H -3.8521 -2.6107 -0.5981
7 O 3.6700 2.2410 2.9354
8 H 2.8837 1.6098 3.0272
9 H 3.7573 1.8154 1.9897
10 O -2.2058 1.1223 -3.6512
11 H -2.8877 1.3023 -4.2250
12 H -2.4356 0.2033 -3.0475
13 O 3.5459 -1.6322 2.7960
14 H 2.5790 -1.4484 2.9861
15 H 3.5236 -1.3593 1.8297
16 O -3.6495 1.8224 -0.0464
17 H -3.4382 2.4219 -0.8462
18 H -3.3622 2.0381 0.7671
19 O 1.0920 3.4532 2.3010
20 H 1.5421 2.6565 2.5109
21 H 0.2440 2.9940 2.3141
22 O -2.5316 -1.2891 0.7353
23 H -2.2270 -1.2645 -0.2061
24 H -2.7772 -0.2705 0.9053
25 O -0.8124 -2.7673 -0.7483
26 H -0.2446 -2.9832 -1.3114
27 H -1.3043 -3.3187 -0.2017
28 O 4.0130 0.4859 -0.7272
29 H 4.7766 0.0994 -0.6991
30 H 3.7537 0.8010 -1.5283
31 O 1.0971 -0.1970 -4.3542
32 H 0.6210 0.2871 -3.7303
33 H 1.0072 0.4388 -5.1475

---

The least stable of them is model d.